[1]
Formula: C48H137N19O15
Source: the Open Molecules 2025 dataset
Level of theory: ωB97M-V with the def2-TZVPD basis set

## Properties
ΔE to the lowest compared entry with this formula, charge and spin ... 641.48 kJ/mol
E ... -111012.42439 eV
Orbital gap ... 8.26 eV
LUMO energy ... -0.004 Eh

Geometry as ORCA input:
```
! RIJCOSX wB97M-V def2-TZVPD def2/J DEFGRID3
* xyz 0 1
C 4.15 -2.31 -5.11
C 5.00 -2.71 -3.87
C 4.51 -3.81 -2.97
O 5.03 -3.46 -1.63
C 5.10 -4.49 -0.70
N 6.47 -2.88 -4.18
H 4.48 -1.57 -5.84
H 3.12 -2.13 -4.80
H 4.22 -3.25 -5.66
H 5.08 -1.79 -3.28
H 4.85 -4.79 -3.30
H 3.42 -3.87 -2.94
H 5.30 -5.46 -1.16
H 4.14 -4.50 -0.19
H 5.83 -4.21 0.06
H 6.63 -3.74 -4.68
H 6.84 -2.13 -4.75
C 4.02 2.40 0.93
C 3.10 1.35 1.64
C 3.84 0.41 2.63
O 4.55 -0.68 1.96
C 3.76 -1.85 1.60
N 2.03 2.05 2.31
H 3.55 2.60 -0.03
H 4.93 1.89 0.62
H 4.24 3.27 1.54
H 2.65 0.89 0.76
H 3.19 -0.05 3.37
H 4.51 1.06 3.18
H 2.95 -1.62 0.91
H 3.31 -2.14 2.56
H 4.38 -2.65 1.19
H 1.59 2.85 1.89
H 1.20 1.47 2.33
C -0.02 -4.23 4.96
C -1.37 -3.60 5.23
C -2.05 -2.95 4.04
O -3.09 -2.05 4.37
C -3.38 -1.07 3.33
N -2.09 -4.58 5.87
H 0.42 -3.69 4.12
H -0.09 -5.28 4.69
H 0.61 -4.32 5.85
H -1.34 -2.92 6.09
H -2.38 -3.64 3.26
H -1.36 -2.38 3.42
H -4.33 -0.60 3.58
H -3.44 -1.40 2.29
H -2.68 -0.26 3.54
H -3.01 -4.46 5.48
H -1.71 -5.47 5.58
C 4.28 4.37 10.34
C 4.54 3.88 8.98
C 3.51 2.90 8.48
O 3.88 2.50 7.16
C 3.07 1.57 6.41
N 4.64 5.03 8.10
H 5.01 5.15 10.58
H 4.33 3.57 11.08
H 3.32 4.86 10.46
H 5.51 3.37 8.92
H 2.57 3.45 8.45
H 3.34 2.08 9.18
H 3.38 0.61 6.82
H 3.31 1.63 5.35
H 2.00 1.74 6.56
H 4.83 4.85 7.13
H 5.49 5.50 8.40
C 2.25 -2.03 10.61
C 1.32 -2.81 9.64
C 2.10 -3.54 8.51
O 2.77 -2.68 7.64
C 1.96 -1.83 6.86
N 0.62 -3.77 10.44
H 1.93 -0.99 10.52
H 3.28 -1.94 10.24
H 2.40 -2.28 11.66
H 0.63 -2.07 9.24
H 1.41 -4.14 7.92
H 2.86 -4.18 8.96
H 1.00 -2.27 6.58
H 2.43 -1.60 5.90
H 1.60 -1.00 7.46
H 1.14 -4.14 11.23
H 0.33 -4.58 9.90
C -5.62 1.90 -0.78
C -4.26 2.40 -0.49
C -3.51 1.51 0.50
O -4.07 1.61 1.82
C -3.64 2.72 2.51
N -3.74 2.61 -1.85
H -6.14 2.49 -1.54
H -6.27 2.12 0.07
H -5.77 0.85 -1.01
H -4.52 3.39 -0.12
H -2.48 1.76 0.74
H -3.56 0.52 0.04
H -2.55 2.78 2.49
H -3.84 2.71 3.58
H -4.20 3.61 2.22
H -3.79 1.81 -2.47
H -4.19 3.39 -2.30
C -1.78 5.47 -5.36
C -2.69 4.85 -4.31
C -4.22 4.94 -4.49
O -4.86 4.85 -3.22
C -6.27 4.80 -3.24
N -2.25 3.48 -4.05
H -0.97 5.91 -4.78
H -2.26 6.28 -5.92
H -1.32 4.92 -6.18
H -2.45 5.37 -3.39
H -4.51 4.33 -5.34
H -4.43 5.97 -4.77
H -6.56 3.75 -3.23
H -6.76 5.39 -4.01
H -6.65 5.18 -2.29
H -1.26 3.42 -3.89
H -2.67 3.18 -3.18
C -4.03 -2.88 -0.21
C -3.68 -3.52 -1.52
C -2.47 -2.76 -2.19
O -2.62 -1.38 -2.11
C -3.22 -0.95 -3.30
N -3.36 -4.96 -1.33
H -4.42 -1.86 -0.23
H -3.21 -2.81 0.50
H -4.79 -3.46 0.31
H -4.53 -3.45 -2.21
H -2.20 -3.29 -3.11
H -1.57 -2.81 -1.58
H -4.20 -1.39 -3.51
H -2.70 -1.13 -4.23
H -3.40 0.12 -3.16
H -4.19 -5.46 -1.06
H -3.02 -5.38 -2.19
C 2.47 0.48 -3.63
C 1.53 1.66 -3.31
C 1.64 2.92 -4.23
O 2.90 3.58 -4.26
C 3.77 3.85 -3.10
N 0.20 1.10 -3.29
H 3.50 0.76 -3.40
H 2.37 0.08 -4.64
H 2.38 -0.38 -2.97
H 1.87 1.90 -2.31
H 0.94 3.65 -3.81
H 1.31 2.75 -5.25
H 3.85 2.86 -2.65
H 3.55 4.68 -2.42
H 4.80 4.09 -3.36
H -0.06 0.91 -4.25
H 0.27 0.19 -2.85
C -2.74 0.04 -6.78
C -3.65 1.31 -6.96
C -5.00 1.32 -6.06
O -4.98 0.72 -4.74
C -6.30 0.80 -4.17
N -2.84 2.52 -6.73
H -2.14 -0.05 -7.69
H -3.42 -0.81 -6.83
H -2.14 0.13 -5.88
H -3.88 1.36 -8.02
H -5.71 0.68 -6.58
H -5.37 2.33 -5.87
H -7.07 0.16 -4.60
H -6.65 1.82 -4.02
H -6.19 0.40 -3.16
H -2.79 2.65 -5.73
H -1.88 2.28 -6.93
C 0.89 -1.20 -6.99
C 0.68 -2.61 -7.45
C 1.89 -3.05 -8.15
O 2.22 -2.56 -9.47
C 3.46 -1.85 -9.71
N 0.48 -3.46 -6.33
H 0.98 -0.47 -7.79
H 1.89 -1.13 -6.55
H 0.13 -0.87 -6.28
H -0.20 -2.71 -8.08
H 1.71 -4.09 -8.42
H 2.68 -3.00 -7.39
H 3.82 -1.69 -10.72
H 4.30 -2.38 -9.26
H 3.31 -0.84 -9.31
H -0.17 -3.05 -5.67
H 0.05 -4.34 -6.54
C -0.16 0.47 4.92
O 0.48 -0.49 4.41
N -1.21 0.47 5.64
N 0.29 1.68 4.80
H -1.93 -0.24 5.62
H -1.51 1.41 5.83
H -0.32 2.37 5.20
H 0.98 1.91 4.10
C -0.21 3.70 -0.17
O -0.19 2.65 0.47
N -1.34 4.09 -0.75
N 0.82 4.45 -0.38
H -1.56 5.08 -0.70
H -2.13 3.47 -0.87
H 0.66 5.28 -0.92
H 1.75 4.21 -0.09
C -0.21 -0.70 0.59
O 0.09 -1.87 0.74
N -0.40 -0.21 -0.66
N -0.17 0.19 1.54
H -0.84 -0.74 -1.39
H -0.56 0.79 -0.62
H 0.30 0.00 2.42
H -0.55 1.08 1.26
C -0.14 -5.24 0.76
O -0.07 -6.46 0.50
N 0.91 -4.60 1.15
N -1.17 -4.45 0.81
H 0.83 -3.59 1.22
H 1.59 -5.22 1.57
H -1.93 -4.84 0.27
H -0.82 -3.51 0.90
*
```

***

[2]
Formula: C6H8FN
Source: the Open Molecules 2025 dataset
Level of theory: ωB97M-V with the def2-TZVPD basis set

## Properties
ΔE to the lowest compared entry with this formula, charge and spin ... 176.63 kJ/mol
E ... -10557.22743 eV
Orbital gap ... 10.10 eV
LUMO energy ... 0.037 Eh

Geometry as ORCA input:
```
! RIJCOSX wB97M-V def2-TZVPD def2/J DEFGRID3
* xyz 0 1
C 1.17 0.48 -0.01
C 0.04 0.11 -1.03
C -0.95 1.22 -0.67
C -0.96 1.23 0.66
C 0.04 0.13 1.02
C -0.36 -0.97 0.01
H 2.88 -0.28 -0.81
H 2.88 -0.24 0.80
H 1.46 1.56 0.00
H 0.26 -0.10 -2.07
H -1.54 1.82 -1.38
H -1.52 1.84 1.38
H 0.25 -0.07 2.08
H 0.29 -1.83 0.00
N 2.30 -0.45 0.01
F -1.66 -1.42 0.00
*
```

***

[3]
Formula: C30H69N3O24P6
Source: the Open Molecules 2025 dataset
Level of theory: ωB97M-V with the def2-TZVPD basis set

## Properties
ΔE to the lowest compared entry with this formula, charge and spin ... 0.00 kJ/mol
E ... -141585.23629 eV
Orbital gap ... 8.63 eV
Structure (SMILES) ... COP(=O)(OC)OC.COP(=O)(OC)OC.COP(=O)(OC)OC.COP(=O)(OC)OC.COP(=O)(OC)OC.COP(=O)(OC)OC.c1cc[nH]c1.c1cc[nH]c1.c1cc[nH]c1
LUMO energy ... 0.019 Eh

Geometry as ORCA input:
```
! RIJCOSX wB97M-V def2-TZVPD def2/J DEFGRID3
* xyz 0 1
C 16.19 21.83 14.50
O 15.72 22.69 13.51
P 14.97 24.01 13.93
O 13.95 23.81 14.95
O 16.09 24.96 14.47
C 17.27 25.21 13.81
O 14.41 24.54 12.54
C 13.62 25.70 12.59
H 17.17 22.08 14.94
H 16.29 20.82 14.13
H 15.50 21.71 15.32
H 17.71 26.20 14.01
H 17.05 25.21 12.71
H 18.06 24.46 13.98
H 14.18 26.60 12.62
H 12.99 25.62 13.47
H 12.94 25.68 11.74
C 20.92 18.25 9.98
O 19.57 18.49 10.36
P 18.77 17.39 11.23
O 19.50 16.55 12.19
O 17.59 18.24 11.86
C 18.01 19.40 12.59
O 17.95 16.47 10.24
C 16.90 16.97 9.41
H 21.03 18.41 8.90
H 21.36 17.27 10.31
H 21.51 19.01 10.50
H 17.57 20.24 12.09
H 19.09 19.49 12.80
H 17.48 19.40 13.53
H 16.95 16.40 8.47
H 17.12 18.03 9.14
H 15.94 16.96 9.99
C 15.86 11.60 14.85
O 15.16 12.56 15.72
P 13.57 12.55 15.70
O 12.95 12.58 14.39
O 13.21 11.32 16.60
C 11.85 10.97 16.78
O 13.19 13.85 16.60
C 13.80 14.05 17.92
H 15.36 10.64 14.81
H 16.86 11.54 15.29
H 15.90 12.01 13.82
H 11.80 10.19 17.53
H 11.32 10.66 15.87
H 11.28 11.79 17.24
H 13.54 13.25 18.64
H 13.42 15.02 18.27
H 14.88 14.07 17.78
C 11.22 12.81 22.03
O 11.22 13.83 21.01
P 9.87 14.33 20.38
O 9.13 13.27 19.62
O 10.33 15.51 19.45
C 10.31 15.35 18.00
O 9.27 14.92 21.75
C 8.20 15.81 21.77
H 10.63 13.05 22.91
H 12.31 12.65 22.29
H 10.86 11.80 21.73
H 9.65 16.12 17.53
H 10.11 14.35 17.69
H 11.33 15.57 17.66
H 7.86 15.82 22.82
H 7.43 15.47 21.11
H 8.60 16.80 21.45
C 17.10 16.94 14.94
O 17.29 17.17 16.32
P 17.50 18.66 16.81
O 17.29 19.76 15.85
O 18.94 18.65 17.47
C 19.28 17.89 18.67
O 16.53 18.67 18.02
C 15.21 18.27 17.94
H 16.74 15.93 14.76
H 18.01 17.07 14.36
H 16.27 17.54 14.49
H 19.04 16.85 18.50
H 18.85 18.23 19.60
H 20.40 17.93 18.74
H 14.74 18.37 18.88
H 15.17 17.21 17.60
H 14.67 18.92 17.23
C 10.93 14.43 13.52
O 9.74 15.11 13.09
P 8.52 15.40 14.04
O 7.33 15.90 13.33
O 8.37 14.16 14.97
C 7.33 14.10 15.94
O 9.13 16.50 15.10
C 9.27 17.87 14.72
H 11.71 14.70 12.80
H 10.78 13.35 13.54
H 11.21 14.81 14.52
H 6.42 14.54 15.48
H 7.63 14.68 16.83
H 7.13 13.06 16.25
H 8.91 18.49 15.55
H 8.56 18.08 13.93
H 10.29 18.09 14.40
C 11.87 20.47 18.07
C 10.60 20.76 17.43
C 10.82 21.56 16.38
N 12.19 21.87 16.34
C 12.84 21.18 17.35
H 11.92 19.78 18.91
H 9.61 20.41 17.78
H 10.12 21.88 15.64
H 12.67 22.55 15.78
H 13.91 21.20 17.48
C 16.29 13.93 11.74
C 16.26 12.63 11.08
C 14.99 12.13 11.28
N 14.27 13.09 11.98
C 15.09 14.15 12.28
H 17.15 14.53 11.74
H 17.01 12.03 10.56
H 14.55 11.18 10.98
H 13.40 12.83 12.43
H 14.71 15.09 12.69
C 13.36 16.93 14.87
C 13.94 17.91 14.02
C 13.42 19.12 14.35
N 12.49 18.94 15.29
C 12.50 17.67 15.65
H 13.49 15.86 14.88
H 14.63 17.74 13.24
H 13.67 20.09 13.99
H 11.99 19.64 15.80
H 11.76 17.35 16.36
*
```

***

> Look up the LUMO energy of the third one.

0.019 Eh